DFT (ωB97M-V/def2-TZVPD) results for a structure of composition C34H31Cl3IN6OPRuS2Si.

The lowest unoccupied orbital energy (spin up / spin down) comes out at -2.56 / -3.11 eV. The value obtained for the electronic energy is -4918.346774 Eh. Its expectation value of S² is 0.785. For the energy above the lowest of the compared OMol25 structures with the same formula, charge and spin, the calculation gives 2.4347 eV.

The geometry in ORCA input format:
```
! wB97M-V def2-TZVPD RIJCOSX def2/J DEFGRID3
* xyz 1 2
Ru -0.605 0.760 0.998
C -0.503 4.987 -6.274
S -1.042 3.485 -5.427
C -1.018 4.035 -3.802
S -0.877 0.546 -1.382
N -1.349 3.506 -2.764
N -1.177 3.398 -1.482
C -2.235 3.544 -0.745
C -2.136 3.608 0.707
C -2.946 4.585 1.288
C -2.770 4.946 2.607
C -1.778 4.302 3.322
C -1.100 3.265 2.715
N -1.268 2.872 1.445
H -0.462 4.734 -7.332
H 0.484 5.283 -5.932
H -1.221 5.787 -6.121
H -3.189 3.815 -1.191
H -3.672 5.091 0.668
H -3.378 5.720 3.055
H -1.562 4.550 4.351
H -0.410 2.693 3.304
I 2.913 -0.948 1.417
C 2.829 -2.761 0.397
C 3.683 -3.736 0.833
C 3.926 -4.881 0.053
C 3.377 -4.960 -1.189
C 2.488 -3.963 -1.660
C 1.999 -4.055 -2.983
C 1.130 -3.128 -3.466
C 0.623 -2.155 -2.591
C 1.059 -2.009 -1.294
P -0.229 -1.138 -0.268
C -1.486 -2.432 -0.467
C -2.631 -2.277 -1.239
C -3.552 -3.312 -1.316
C -3.327 -4.500 -0.638
C -2.172 -4.662 0.116
C -1.253 -3.631 0.202
C 0.686 1.117 -2.048
C 0.885 1.032 -3.418
C 2.077 1.480 -3.965
C 3.060 2.012 -3.142
C 2.845 2.111 -1.774
C 1.653 1.670 -1.221
C 2.108 -2.872 -0.824
H 4.221 -3.601 1.761
H 4.594 -5.648 0.419
H 3.614 -5.786 -1.848
H 2.338 -4.877 -3.602
H 0.764 -3.179 -4.482
H -0.205 -1.554 -2.944
H -2.818 -1.353 -1.769
H -4.449 -3.186 -1.909
H -4.048 -5.304 -0.701
H -1.989 -5.593 0.637
H -0.353 -3.760 0.797
H 0.109 0.630 -4.057
H 2.234 1.420 -5.034
H 3.991 2.362 -3.568
H 3.603 2.540 -1.132
H 1.490 1.785 -0.155
C 1.131 -0.976 6.150
N 0.988 -0.193 4.941
C 1.891 0.852 4.503
C 1.302 1.187 3.145
O 1.754 1.953 2.317
N 0.144 0.474 2.969
C 0.037 -0.366 4.013
N -0.899 -1.292 4.126
H 2.057 -0.689 6.640
H 1.190 -2.042 5.921
H 0.307 -0.796 6.844
H 2.918 0.495 4.408
H 1.874 1.724 5.161
H -1.608 -1.404 3.410
H -0.964 -1.863 4.950
Cl -3.457 1.245 3.140
Si -2.758 0.233 1.453
Cl -3.358 -1.703 2.006
Cl -4.118 0.746 -0.033
*
```